Below is C2H5ClS2 in the gas phase, with properties calculated with ωB97M-V/def2-TZVPD.

Calculated values
- Kohn-Sham gap (Ha) = 0.348
- net charge = 0
- calculated total energy (eV) = -36346.1756
- F_max (eV/Å) = 7.59
- SMILES = SC(S)CCl

Structure (XYZ):
```
10
Properties=species:S:1:pos:R:3:nbo_charge:R:1
S -0.739 -1.637 0.945 0.04
C -0.540 -0.117 0.069 -0.54
S -0.911 1.353 0.981 0.03
C 1.210 -0.083 -0.615 -0.41
Cl 2.338 0.334 0.566 0.01
H -0.347 -1.375 2.087 0.10
H -1.021 -0.083 -0.899 0.24
H -0.795 0.837 2.211 0.12
H 1.345 -0.992 -1.017 0.19
H 0.909 0.753 -1.385 0.20
```